Record 1
A structure of composition C40H23Cl7N2OPSTi at a distorted geometry, computed with wB97M-V/def2-TZVPD.

Structure (XYZ):
```
76
Properties=species:S:1:pos:R:3:forces:R:3
Ti 0.0768 -1.0548 1.3255 0.816 -0.760 -1.296
Cl 1.4361 -1.8328 4.1329 -0.113 -0.142 -0.202
C 0.9830 -3.2656 3.1940 0.040 0.123 0.184
C 0.2874 -3.1021 1.9963 0.173 -0.493 0.433
C -0.0651 -4.3006 1.3701 -0.002 -0.282 -0.033
Cl -0.9923 -4.3245 -0.0999 0.066 0.256 0.145
C 0.2904 -5.5563 1.8850 -0.048 0.015 -0.083
Cl -0.1558 -7.0146 1.0767 0.011 0.096 0.016
C 1.0167 -5.6477 3.0679 -0.004 -0.109 -0.026
Cl 1.4737 -7.1818 3.7033 -0.019 0.052 -0.024
C 1.3655 -4.4857 3.7402 0.045 0.128 0.116
Cl 2.2524 -4.5715 5.2179 -0.038 -0.040 -0.057
Cl 2.7387 -1.1240 1.4271 0.227 0.107 0.042
C 3.3255 -1.7414 -0.1052 -0.029 0.121 0.262
C 4.6707 -2.0458 -0.1578 0.032 -0.028 -0.080
C 5.1946 -2.5004 -1.3563 0.032 -0.009 -0.001
C 4.3600 -2.6277 -2.4554 -0.041 -0.001 -0.020
C 3.0129 -2.3124 -2.3562 0.047 -0.072 -0.196
Cl 2.0476 -2.4929 -3.7936 0.005 0.051 0.187
C 2.4287 -1.8585 -1.1633 -0.095 0.054 -0.035
S 0.7281 -1.4597 -1.0495 0.058 0.011 0.129
H 5.2897 -1.9236 0.7214 -0.035 -0.001 -0.030
H 6.2443 -2.7529 -1.4336 -0.047 0.008 -0.003
H 4.7449 -2.9775 -3.4045 -0.025 0.015 0.035
O -1.2728 -0.9230 3.4457 -0.034 0.095 0.332
N -0.7340 0.1729 2.7545 -0.173 -0.023 0.372
C -1.2165 1.2888 3.0917 0.036 1.187 -0.045
C -0.9325 2.6119 2.4831 -0.301 -0.762 0.572
C -1.5459 3.6719 3.1511 -0.076 0.321 0.074
C -1.4151 4.9710 2.6957 -0.035 -0.115 0.090
C -0.6731 5.2119 1.5487 0.020 0.060 -0.057
C -0.0741 4.1587 0.8793 0.068 -0.113 -0.051
C -0.1840 2.8432 1.3339 0.335 0.037 -0.267
P 0.5961 1.4697 0.3685 -0.478 0.425 -0.039
C 2.3398 1.9828 0.3013 0.016 0.052 -0.091
C 2.9117 2.7281 1.3306 0.124 0.034 0.064
C 4.2738 3.0078 1.3260 -0.090 -0.065 -0.068
C 5.0773 2.5479 0.2906 -0.036 0.021 0.022
C 4.5160 1.8001 -0.7353 -0.040 -0.025 0.031
C 3.1584 1.5138 -0.7262 0.107 -0.100 0.006
C -0.1524 1.8608 -1.2619 0.015 -0.079 -0.003
C -1.5380 1.7127 -1.3441 -0.089 -0.044 -0.003
C -2.2081 1.9455 -2.5355 0.074 0.044 -0.022
C -1.4995 2.3380 -3.6663 0.021 -0.034 0.073
C -0.1247 2.5032 -3.5880 -0.030 -0.021 0.055
C 0.5469 2.2648 -2.3928 -0.039 0.111 -0.073
H -2.2322 -0.7778 3.4735 0.017 -0.259 -0.224
H -1.9257 1.2867 3.9157 -0.067 0.090 0.026
H -2.1338 3.4696 4.0394 0.017 0.015 -0.031
H -1.8934 5.7842 3.2264 0.015 -0.022 -0.026
H -0.5704 6.2215 1.1703 0.014 -0.039 -0.002
H 0.4900 4.3539 -0.0252 0.001 -0.007 0.002
H 2.3036 3.0917 2.1505 -0.013 -0.008 -0.036
H 4.7045 3.5855 2.1342 -0.013 -0.010 -0.016
H 6.1374 2.7700 0.2847 -0.031 -0.010 0.008
H 5.1328 1.4229 -1.5423 -0.012 0.017 0.033
H 2.7419 0.9014 -1.5149 0.006 -0.070 0.028
H -2.1041 1.3899 -0.4775 0.058 0.011 -0.017
H -3.2834 1.8145 -2.5817 0.055 0.000 0.013
H -2.0179 2.5123 -4.6016 0.020 0.001 0.038
H 0.4366 2.8156 -4.4602 -0.015 -0.012 0.028
H 1.6158 2.4129 -2.3608 -0.022 0.024 -0.006
N -8.0198 -1.2150 -4.5501 0.086 0.013 0.078
C -7.1533 -1.2096 -3.7941 0.394 -0.023 0.321
C -6.0562 -1.2038 -2.8355 -0.483 0.005 -0.445
C -4.7525 -1.4277 -3.2682 0.153 -0.019 0.007
C -3.7129 -1.4156 -2.3544 -0.006 0.010 -0.032
C -3.9642 -1.1747 -0.9984 0.205 0.032 0.200
C -5.2769 -0.9535 -0.5802 -0.120 0.001 -0.018
C -6.3193 -0.9699 -1.4910 0.012 0.023 0.168
C -2.8625 -1.1324 -0.0720 -0.120 -0.020 -0.234
C -1.8249 -1.1156 0.5696 -0.591 0.156 -0.316
H -4.5600 -1.6116 -4.3169 0.011 0.001 0.021
H -2.6924 -1.5845 -2.6746 -0.021 -0.004 -0.003
H -5.4738 -0.7691 0.4672 -0.008 -0.001 -0.004
H -7.3368 -0.7998 -1.1658 0.011 -0.001 0.004
```
Forces are in eV/Å.

Multiplicity   2
F_max   1.71 eV/A
<S²>   0.76
Frontier orbital gap (alpha / beta)   6.717 / 6.488 eV
Energy above the lowest of the compared OMol25 structures with the same formula, charge and spin   84.4 kJ/mol
Net charge   0
E_tot   -177775.3243 eV


Record 2
A structure of composition C40H24BrCl5GdN2O2P at a distorted geometry, computed with wB97M-V/def2-TZVPD.

Structure (XYZ):
```
76
Properties=species:S:1:pos:R:3:forces:R:3
Gd 14.1807 11.0753 16.6255 -0.137 -0.357 -0.812
Br 6.4928 9.5567 15.3583 1.771 -0.282 0.033
C 8.4949 9.5264 15.5932 -1.690 2.637 -0.606
C 9.2473 8.3816 15.5188 -0.854 -0.323 0.833
C 10.5271 8.4289 15.9786 0.689 0.284 -0.239
C 11.2708 9.6362 16.2067 -2.483 -0.570 -0.751
O 12.4719 9.6022 16.5651 1.858 0.302 0.498
C 10.5151 10.8223 15.9994 -2.111 -0.479 0.208
C 10.9367 12.1393 16.1376 2.458 -0.418 0.306
N 12.1653 12.5311 16.2658 -0.329 -0.391 -0.095
C 12.4084 13.8922 16.1329 1.608 -0.809 1.472
C 11.6545 14.7458 15.4479 0.075 1.796 -0.891
C 11.9907 16.0794 15.2589 0.980 0.840 1.615
C 13.0627 16.6281 15.9021 0.847 -0.370 -1.099
C 13.9741 15.7568 16.5222 0.072 -0.486 1.956
C 15.1562 16.1686 17.2287 -0.229 -1.447 0.445
C 15.9337 15.2784 17.9588 0.055 0.011 -1.522
C 15.5743 13.8727 17.8529 1.628 1.225 1.518
N 14.4600 13.5469 17.3218 -1.306 -1.959 -1.054
C 13.6138 14.3895 16.7049 0.305 1.510 -0.693
C 9.0946 10.7575 15.7857 -0.496 -0.599 -0.505
H 8.7007 7.4905 15.2589 0.380 -0.512 0.132
H 11.0015 7.5107 16.1946 0.809 -0.831 -0.121
H 10.1673 12.8378 16.1521 -1.326 1.509 -0.154
H 10.8229 14.4819 14.9161 -2.092 -1.268 -1.100
H 11.3949 16.7716 14.7400 -1.033 0.325 -0.874
H 13.3298 17.6548 15.7208 0.017 0.294 0.228
H 15.4264 17.1964 17.2458 0.144 0.767 -0.147
H 16.8645 15.7101 18.3656 -0.610 -0.862 0.167
H 16.1057 12.9873 18.2870 0.082 1.338 -0.252
H 8.4667 11.6787 15.6586 0.874 -0.924 0.404
Cl 16.0548 8.4960 23.8930 -0.313 0.014 -0.765
C 15.5938 8.9289 22.2526 0.847 0.004 1.277
C 15.3164 10.2477 21.9444 -0.055 -0.618 2.770
Cl 15.1806 11.3653 23.2458 -0.013 0.250 -0.053
C 15.0883 10.5716 20.6810 -0.748 3.489 -2.102
Cl 14.5221 12.2580 20.3943 0.337 -1.040 -0.079
C 15.2675 9.7701 19.5547 0.265 0.418 -0.199
O 15.2850 10.2948 18.3471 -0.226 -0.918 0.845
C 15.4100 8.4228 19.8975 -0.330 -0.095 -0.209
Cl 15.0676 7.3258 18.6129 0.465 -0.417 0.045
C 15.6205 8.0232 21.2340 -0.152 -0.458 -1.059
Cl 15.9340 6.3960 21.6162 0.019 -0.718 -0.231
C 11.5743 10.9103 9.8608 -0.503 1.402 -0.472
C 11.0830 11.7485 10.8705 -0.725 0.105 1.272
C 11.8700 12.1381 11.9502 0.478 -0.661 -0.383
C 13.2504 11.7219 11.9699 -1.744 -0.172 0.527
C 13.6899 10.8361 10.9810 0.026 1.336 -0.155
C 12.8980 10.5471 9.8286 0.839 -0.135 2.292
P 14.2502 12.3573 13.3867 -0.908 0.838 0.021
C 14.8634 13.9377 12.6440 0.164 1.883 -0.874
C 14.7036 14.2818 11.2596 0.437 -0.662 1.208
C 15.2155 15.4941 10.7775 0.297 0.662 -0.276
C 15.8339 16.4679 11.6171 -0.609 -1.856 -2.282
C 15.9405 16.1170 12.9225 0.000 1.808 1.420
C 15.4065 14.9819 13.4589 -0.705 -3.005 0.181
C 15.6308 11.2291 13.5447 0.570 1.416 -2.148
C 16.6927 11.1621 12.6138 -1.158 -0.770 1.423
C 17.5781 10.1696 12.8519 2.119 -1.269 -0.779
C 17.4947 9.2108 13.8743 0.718 0.389 0.473
C 16.5103 9.3661 14.8251 -0.284 0.703 -1.605
C 15.5794 10.3988 14.5935 -0.614 -1.220 3.123
H 10.8974 10.7433 9.0408 0.051 -0.437 -0.297
H 10.0152 12.0779 10.9513 1.003 -0.575 -0.608
H 11.3215 12.6465 12.7732 1.066 -0.054 -0.516
H 14.7292 10.5428 11.1244 -0.215 -0.350 -0.655
H 13.3723 9.9929 9.0507 -0.129 -0.405 -0.535
H 14.1938 13.5069 10.6588 0.509 0.897 -0.157
H 15.2036 15.7280 9.7083 -0.349 -0.267 0.302
H 16.2507 17.3839 11.1829 -0.256 -0.407 0.351
H 16.3179 16.8870 13.5761 0.304 -0.069 0.460
H 15.4001 14.7787 14.5369 0.329 0.349 -0.362
H 16.7465 11.7788 11.7610 0.184 0.828 -0.728
H 18.4567 10.0732 12.2180 -0.154 0.056 -0.199
H 18.3175 8.4761 13.9797 -0.761 0.382 -0.129
H 16.4110 8.6997 15.6355 -0.031 -0.603 0.966
```
Forces are in eV/Å.

Multiplicity   8
F_max   4.14 eV/A
<S²>   16.08
Frontier orbital gap (alpha / beta)   7.196 / 7.084 eV
Energy above the lowest of the compared OMol25 structures with the same formula, charge and spin   251.7 kJ/mol
Net charge   0
E_tot   -211722.7575 eV


Record 3
A structure of composition C40H28AsN3O7SV at a distorted geometry, computed with wB97M-V/def2-TZVPD.

Structure (XYZ):
```
81
Properties=species:S:1:pos:R:3:forces:R:3
V 0.6474 0.5700 0.2567 -1.167 -0.749 0.240
O -2.7760 -3.5951 -2.9512 -1.675 0.438 -1.164
C -2.0353 -2.6430 -2.3691 0.940 1.265 1.116
C -2.4290 -1.2881 -2.2396 0.357 -1.133 0.460
C -1.6338 -0.4453 -1.4810 0.041 0.604 0.983
N -0.5030 -0.7840 -0.8728 -0.335 -2.964 -1.884
C -0.0882 -2.0785 -1.0711 -0.309 1.510 0.407
C -0.8030 -3.0485 -1.7873 -0.064 1.080 -0.125
C 1.2556 -2.2244 -0.4184 2.397 0.494 1.143
O 1.9031 -3.2514 -0.5663 -0.579 0.662 0.200
O 1.7208 -1.1267 0.2640 -1.708 -1.720 -1.805
C -1.9829 0.9737 -1.0822 0.567 1.433 -0.248
O -3.0159 1.5048 -1.4650 0.610 -0.387 0.416
O -0.9922 1.5528 -0.4100 -0.701 -0.677 -0.761
H -3.5995 -3.1989 -3.3677 1.514 -0.596 0.832
H -3.4099 -0.9385 -2.5240 -0.014 0.123 -0.287
H -0.4172 -4.0528 -1.9725 -0.042 0.382 0.361
S 2.0753 2.2335 1.2397 -0.423 0.067 -0.157
C 2.1815 3.5064 0.0084 0.380 -0.473 -1.554
C 2.4834 4.8136 0.3935 0.349 0.262 -0.952
C 2.8019 5.8065 -0.5543 -0.048 -0.022 1.318
C 2.7824 5.5214 -1.9024 -0.477 -0.157 -0.028
C 2.3842 4.2608 -2.3411 0.182 -0.544 1.905
C 2.1428 3.2308 -1.4112 0.305 0.854 0.565
As 2.1115 1.3471 -1.9646 -0.307 0.695 -0.014
C 1.4800 1.5452 -3.8593 -0.602 0.084 0.296
C 1.9895 0.8451 -4.9375 0.880 -0.712 -0.412
C 1.3880 0.8475 -6.2027 -0.881 0.452 0.999
C 0.1920 1.5531 -6.3636 -0.166 -0.020 -0.035
C -0.3985 2.2432 -5.2846 0.684 0.194 -0.104
C 0.2744 2.2516 -4.0576 0.165 -0.469 -0.125
C 4.0534 1.0154 -2.0434 -0.552 0.060 -0.071
C 4.7703 1.2567 -3.2217 -0.681 0.551 0.204
C 6.1027 0.9087 -3.2573 0.732 -0.340 -0.131
C 6.7491 0.3779 -2.1386 -0.943 0.480 0.577
C 6.0523 0.2490 -0.9261 -0.206 -0.495 -0.591
C 4.6818 0.5105 -0.8953 -0.042 -0.015 0.045
H 2.6090 5.0376 1.4337 -0.207 0.053 0.440
H 3.0723 6.8076 -0.1546 -0.114 -0.757 -0.552
H 3.0652 6.2689 -2.6108 0.013 0.411 -0.416
H 2.3028 4.0412 -3.3703 0.113 -0.140 -1.062
H 2.8982 0.2478 -4.8133 -0.330 0.147 0.001
H 1.7773 0.2276 -6.9964 0.146 0.136 -0.103
H -0.2895 1.5285 -7.3433 -0.001 0.100 0.305
H -1.3304 2.8301 -5.3991 0.655 -0.591 0.035
H -0.1410 2.7550 -3.2050 -0.338 0.305 0.205
H 4.2825 1.7802 -4.0748 0.482 -0.657 0.696
H 6.6634 1.0010 -4.1830 -0.027 0.151 0.077
H 7.7831 0.1211 -2.2086 0.511 -0.189 0.017
H 6.4895 -0.1936 -0.0281 0.165 0.287 -0.368
H 4.1388 0.3005 0.0418 0.052 0.226 -0.727
O 1.3119 0.0783 3.3436 -2.296 -0.387 -0.113
C 0.1358 -0.2705 3.1630 0.797 -0.023 -1.165
N -0.6741 -0.9428 4.0573 0.618 0.122 0.763
C -1.9361 -1.3763 3.4511 0.539 0.282 1.963
C -1.7301 -0.8364 2.0214 0.142 0.280 -0.726
O -2.5278 -1.0207 1.1179 -0.707 -0.328 -0.084
N -0.5916 -0.1424 1.9092 2.143 0.029 2.036
C -2.1337 -2.8764 3.6277 -0.460 0.199 -0.322
C -2.4039 -3.4030 4.9060 0.527 0.813 -0.252
C -2.5736 -4.7569 5.0718 -0.175 0.064 0.405
C -2.4960 -5.5942 3.9722 0.232 -0.725 0.481
C -2.2890 -5.0751 2.7140 -0.282 0.122 -0.264
C -2.1722 -3.6992 2.5206 0.211 -0.434 -0.175
C -3.1314 -0.6901 4.0955 -1.056 0.441 -0.588
C -3.0829 0.1128 5.2264 0.762 0.101 -0.132
C -4.1616 0.9193 5.5857 -0.017 -1.005 -0.011
C -5.3413 0.8390 4.8687 -0.176 -0.358 -0.186
C -5.4797 -0.0938 3.8235 0.657 0.645 0.115
C -4.3744 -0.8304 3.4457 0.137 -0.744 0.006
H -0.3688 -1.0911 5.0398 -0.437 0.034 -1.463
H -2.4437 -2.7127 5.7538 -0.067 -0.287 -0.204
H -2.7916 -5.1820 6.0523 0.140 0.182 -0.189
H -2.5511 -6.6624 4.1944 -0.106 0.201 -0.538
H -2.2602 -5.7158 1.8522 0.020 -0.280 -0.200
H -2.1270 -3.2858 1.5075 0.186 -0.133 0.473
H -2.1666 0.1345 5.8237 -0.244 0.223 -0.293
H -4.0920 1.4952 6.4938 -0.041 0.337 -0.017
H -6.1532 1.4659 5.1843 -0.419 0.152 -0.098
H -6.3614 -0.1922 3.1997 -0.201 0.121 0.423
H -4.4932 -1.5986 2.6666 0.272 0.660 0.188
```
Forces are in eV/Å.

Multiplicity   3
F_max   3.53 eV/A
<S²>   2.02
Frontier orbital gap (alpha / beta)   7.227 / 7.336 eV
Energy above the lowest of the compared OMol25 structures with the same formula, charge and spin   0.0 kJ/mol
Net charge   -1
E_tot   -158105.5843 eV